# 1
Entry from OMol25: the molecule C4H4 in a non-equilibrium geometry (ωB97M-V with the def2-TZVPD basis set).

```
8
Properties=species:S:1:pos:R:3:forces:R:3:lowdin_charge:R:1
C -2.1373 0.2256 -0.0340 3.3 -1.1 -0.3 0.140
C -0.9804 -0.1236 -0.0637 -2.0 1.7 0.2 -0.141
C 1.4328 0.2999 -0.1418 3.1 1.6 0.1 0.008
C 0.3711 -0.4090 0.1259 -0.8 0.2 -1.0 -0.249
H -3.1355 0.2689 0.0767 -2.8 0.5 0.1 -0.010
H 2.3737 -0.2425 0.1133 -0.6 0.8 -0.4 0.068
H 1.5969 1.3858 -0.4827 -0.9 -1.9 0.5 0.099
H 0.4788 -1.4050 0.4062 0.7 -1.7 0.7 0.084
```
Positions in Å, forces in eV/Å.

Properties
**E**: -4209.6364 eV
**LUMO energy**: 0.99 eV
**HOMO-LUMO gap**: 10.374 eV
**Strongest force on any atom**: 3.518 eV Å⁻¹
**Structure (SMILES)**: C#CC=C
**Net charge**: 0

# 2
Entry from OMol25: a structure of composition C2H7NO2 in a non-equilibrium geometry (ωB97M-V with the def2-TZVPD basis set).

```
12
Properties=species:S:1:pos:R:3:forces:R:3:lowdin_charge:R:1
C 0.2099 1.2031 -0.5276 1.3 -1.9 -0.3 -0.199
O 0.6998 1.5956 0.7292 0.0 0.3 0.3 -0.114
H 1.6408 1.3948 0.7866 -0.2 0.0 -0.1 0.090
H 0.8144 1.5756 -1.3579 0.2 -0.3 0.0 0.084
H -0.7549 1.6792 -0.7031 -0.2 -0.3 0.3 0.087
H -1.0981 0.2555 0.2579 -2.0 -2.1 0.5 0.079
C 0.0834 -1.6014 0.1091 -1.7 -2.1 1.5 -0.142
N -1.2362 -1.6418 -0.0396 2.2 -0.2 -0.7 -0.087
O -1.8196 -0.5278 0.3738 1.1 2.4 0.2 -0.086
H 0.3741 -0.2190 -0.5128 -0.8 3.4 -0.9 0.119
H 0.5042 -1.1873 1.0344 0.0 0.8 -0.4 0.095
H 0.5822 -2.5265 -0.1500 0.0 0.0 -0.5 0.073
```
Positions in Å, forces in eV/Å.

Properties
**E**: -7767.3841 eV
**LUMO energy**: 0.30 eV
**HOMO-LUMO gap**: 9.146 eV
**Strongest force on any atom**: 3.635 eV Å⁻¹
**Net charge**: 0

# 3
Entry from OMol25: a structure of composition C25H48LuP4Se in a non-equilibrium geometry (ωB97M-V with the def2-TZVPD basis set).

```
79
Properties=species:S:1:pos:R:3:forces:R:3:lowdin_charge:R:1
Lu 0.5105 -0.6266 0.2438 -0.7 7.2 2.0 0.353
P -0.7989 -2.3722 0.8570 -5.6 -7.3 2.2 0.639
P 2.0813 -0.7230 1.9670 5.6 -0.6 6.2 0.681
P 1.7627 -1.9056 -1.2528 3.9 -4.3 -4.8 0.634
H -2.8320 4.3745 -7.4070 -0.1 -0.1 -0.2 0.068
C -2.7989 3.4477 -7.9739 0.9 0.6 0.3 -0.021
C -3.8794 2.6885 -8.1383 -0.9 -0.7 0.0 0.022
H -4.8413 2.9626 -7.7127 0.1 0.0 -0.1 0.076
C -2.3478 -2.1631 1.8475 0.0 0.4 -0.1 -0.231
C -0.1254 -3.8056 1.8201 0.4 0.2 0.0 -0.223
C -1.5780 -3.2546 -0.5688 0.2 0.2 -0.3 -0.238
C 3.4492 0.5162 1.9828 -0.2 0.2 -0.5 -0.241
C 1.4504 -0.5451 3.6980 -0.4 0.1 -0.2 -0.222
C 3.0888 -2.2543 2.2333 -0.2 -0.2 -0.5 -0.217
C 1.0879 -1.9432 -2.9602 -0.3 0.2 0.0 -0.221
C 2.0911 -3.7132 -0.9919 -0.2 0.0 0.4 -0.218
C 3.5047 -1.4087 -1.6076 0.0 0.1 0.3 -0.247
H -1.8370 3.1737 -8.3996 -0.2 0.0 -0.1 0.066
H -3.8463 1.7617 -8.7053 0.0 0.2 0.0 0.076
H -2.9639 -1.3776 1.4040 0.0 -0.1 0.1 0.038
H -2.1139 -1.8889 2.8782 0.0 0.0 -0.2 0.028
H -2.9172 -3.0995 1.8479 0.2 0.1 -0.1 0.074
H 0.1614 -3.4615 2.8186 0.0 -0.1 -0.1 0.044
H 0.7574 -4.2212 1.3328 -0.1 -0.1 0.1 0.023
H -0.8797 -4.5936 1.9259 0.1 0.3 -0.1 0.076
H -2.2154 -2.5364 -1.0919 0.0 -0.1 0.1 0.054
H -2.1803 -4.1079 -0.2364 0.2 0.2 0.1 0.073
H -0.8219 -3.5996 -1.2758 -0.1 -0.1 0.0 0.018
H 4.0650 0.4313 2.8853 -0.3 -0.1 -0.1 0.080
H 3.0333 1.5242 1.9162 0.1 0.0 0.1 0.040
H 4.0738 0.3621 1.0980 0.0 0.0 0.1 0.038
H 2.2294 -0.7634 4.4373 0.0 0.0 -0.4 0.081
H 0.6137 -1.2345 3.8461 0.1 0.1 0.1 0.037
H 1.0823 0.4703 3.8614 0.1 -0.2 0.0 0.035
H 3.7539 -2.1362 3.0962 -0.2 0.2 -0.1 0.078
H 3.6966 -2.4646 1.3504 0.0 0.0 0.1 0.038
H 2.4305 -3.1079 2.4073 0.1 0.1 0.0 0.032
H 1.6017 -2.6912 -3.5744 0.0 0.2 0.2 0.078
H 1.2131 -0.9522 -3.4028 0.0 -0.1 -0.1 0.038
H 0.0182 -2.1648 -2.9244 0.1 0.0 -0.1 0.041
H 2.7543 -4.0866 -1.7797 -0.1 0.2 0.1 0.072
H 1.1697 -4.2986 -1.0065 0.1 0.1 0.0 0.042
H 2.5803 -3.8621 -0.0252 0.0 -0.1 -0.2 0.033
H 4.0212 -2.2178 -2.1355 -0.1 0.2 0.0 0.073
H 4.0375 -1.1979 -0.6768 0.1 0.0 -0.1 0.032
H 3.4969 -0.5029 -2.2165 0.1 -0.1 0.0 0.030
C 0.8508 1.8423 -2.5600 0.9 -0.4 1.1 -0.517
C -0.4437 1.4548 -2.9296 -1.2 -0.2 -0.6 -0.103
C -0.9975 1.8865 -4.1356 -0.3 -0.8 1.2 0.002
C -0.2743 2.7122 -4.9963 0.2 0.1 -0.1 0.038
C 1.0181 3.1031 -4.6333 0.9 0.1 0.7 0.004
C 1.5760 2.6749 -3.4316 0.5 0.9 -1.2 -0.067
Se 1.7281 1.3278 -0.9280 0.0 2.2 -2.7 0.919
H -0.6397 -0.5598 -0.9312 -3.1 0.3 -3.2 -0.066
H -1.0054 0.8097 -2.2591 0.0 0.1 -0.2 0.057
H -2.0044 1.5720 -4.4012 0.2 0.1 0.1 0.133
H -0.7076 3.0467 -5.9347 0.1 -0.1 0.1 0.116
H 1.5977 3.7461 -5.2914 -0.1 -0.1 0.1 0.138
H 2.5820 2.9838 -3.1589 -0.2 0.0 -0.1 0.120
C -2.9133 1.4593 1.8254 -1.6 -1.0 -1.1 -0.251
P -1.1285 1.0274 1.8353 -2.1 0.9 1.3 0.846
C -0.7150 2.4978 0.8427 0.9 1.3 0.6 -0.326
C -1.1719 1.3655 3.6483 1.3 0.7 1.1 -0.417
C -0.9334 2.6741 4.1192 -0.1 -0.6 0.4 -0.085
C -0.9912 2.9690 5.4882 -0.2 -0.5 -0.2 -0.039
C -1.2831 1.9659 6.4135 0.1 0.1 -0.3 -0.041
C -1.5158 0.6678 5.9711 0.0 0.3 -0.4 -0.044
C -1.4661 0.3733 4.6073 0.2 1.0 0.1 -0.123
H -3.2703 1.5296 0.7769 0.0 -0.1 0.5 0.061
H -3.4998 0.6705 2.3382 0.2 0.5 -0.2 0.058
H -3.1184 2.4301 2.3272 0.5 -0.7 -0.3 0.084
H -1.2702 3.3947 1.1868 0.2 -0.5 -0.2 0.074
H 0.3607 2.7243 0.9771 -0.3 0.2 -0.4 0.014
H -0.9603 2.3201 -0.2205 0.1 0.0 0.6 0.028
H -0.7104 3.4752 3.4338 0.1 0.1 -0.1 0.096
H -0.8131 3.9781 5.8339 0.0 0.0 -0.1 0.119
H -1.3278 2.1916 7.4713 0.0 0.0 -0.1 0.122
H -1.7411 -0.1147 6.6856 0.0 0.0 -0.1 0.121
H -1.6532 -0.6338 4.3415 -0.1 -0.8 -0.4 0.065
```
Positions in Å, forces in eV/Å.

Properties
**E**: -162792.1514 eV
**LUMO energy (alpha / beta)**: -12.52 / -13.24 eV
**HOMO-LUMO gap (alpha / beta)**: 3.538 / 2.370 eV
**Strongest force on any atom**: 9.444 eV Å⁻¹
**Net charge**: +3

# 4
Entry from OMol25: a cluster of 5 separate species, C6H22O5 in total in a non-equilibrium geometry (ωB97M-V with the def2-TZVPD basis set).

```
33
Properties=species:S:1:pos:R:3:forces:R:3:lowdin_charge:R:1
C 9.3597 -30.2395 22.0749 -1.2 1.7 -0.5 -0.068
C 8.8433 -28.9864 21.2535 1.2 -1.2 0.1 -0.335
O 7.5906 -28.6181 21.7257 -1.3 -0.2 1.1 -0.086
H 10.2533 -30.7308 21.6899 -0.1 0.3 -0.2 0.065
H 8.4910 -30.8958 22.0242 0.3 -0.4 0.4 0.067
H 9.5373 -29.8712 23.0853 -0.1 -0.4 0.1 0.066
H 8.7218 -29.3193 20.2227 0.5 0.3 -0.3 0.102
H 9.5116 -28.1391 21.4072 0.4 -0.1 -0.6 0.104
H 7.1796 -27.9356 21.1901 0.3 0.0 -0.1 0.086
C 13.2593 -24.5813 15.3146 -0.5 -1.4 0.4 -0.081
C 14.0313 -25.9016 15.5458 0.6 1.0 0.2 -0.296
O 14.9035 -25.7217 16.6808 -0.1 0.3 -0.1 -0.105
H 12.7590 -24.4337 16.2717 0.0 0.7 0.0 0.068
H 12.4557 -24.7821 14.6060 0.0 0.0 -0.2 0.067
H 13.7961 -23.7015 14.9597 0.3 -0.3 0.3 0.072
H 14.6287 -26.1707 14.6747 -0.1 -0.2 -0.1 0.104
H 13.3458 -26.7042 15.8181 -0.2 0.0 -0.4 0.104
H 15.6420 -26.3334 16.6360 -0.1 -0.1 -0.1 0.073
C 17.7288 -18.5961 15.7542 0.1 0.0 -1.3 -0.112
C 17.7833 -18.6094 17.2035 2.8 0.5 0.3 -0.436
O 16.7026 -19.2361 17.7137 -2.1 -0.7 1.4 -0.036
H 18.6616 -18.1509 15.4081 -0.4 0.5 -0.6 0.088
H 16.7842 -18.0968 15.5388 0.3 0.2 -1.0 0.092
H 17.7430 -19.6246 15.3934 -0.3 -0.1 -0.3 0.080
H 17.9272 -17.5785 17.5269 -0.5 -0.1 0.7 0.123
H 18.6942 -19.1540 17.4518 0.4 0.0 0.6 0.112
H 16.5741 -19.9958 17.1410 -0.4 -0.2 0.2 0.087
O 13.3620 -24.5239 20.3199 -0.2 0.0 0.2 -0.054
H 13.8008 -23.7179 20.0480 0.1 0.2 -0.1 0.030
H 13.6855 -25.1897 19.7130 0.1 -0.2 -0.2 0.021
O 9.6879 -22.6835 21.8077 -0.1 0.1 0.2 -0.053
H 10.5233 -23.0493 21.5172 0.3 -0.2 0.0 0.022
H 9.2139 -22.4949 20.9977 -0.1 0.1 -0.2 0.027
```
Positions in Å, forces in eV/Å.

Properties
**E**: -16814.4309 eV
**LUMO energy**: 0.35 eV
**HOMO-LUMO gap**: 10.543 eV
**Strongest force on any atom**: 2.870 eV Å⁻¹
**Structure (SMILES)**: CCO.CCO.CCO.O.O
**Net charge**: 0

# 5
Entry from OMol25: a cluster of 3 separate species, C5H13NO2 in total in a non-equilibrium geometry (ωB97M-V with the def2-TZVPD basis set).

```
21
Properties=species:S:1:pos:R:3:forces:R:3:lowdin_charge:R:1
N 2.9906 1.0909 -0.7816 0.5 0.1 -0.6 0.044
C 1.9824 0.8388 0.1158 1.6 -0.7 -0.5 -0.214
C 1.7841 -0.3837 0.6669 -1.2 1.3 -0.8 -0.122
C 0.4633 -0.5777 1.2433 0.1 -1.7 -0.1 -0.173
C -0.5975 0.2095 1.2594 -1.3 0.1 0.7 -0.207
C -1.7896 -0.0777 2.1279 2.1 -2.2 1.4 -0.114
H 3.4518 1.9782 -0.8277 -0.2 0.3 0.1 0.079
H 3.5362 0.3495 -1.1845 -0.1 -0.2 0.3 0.086
H 1.3777 1.7357 0.2381 -0.3 -0.5 0.6 0.118
H 2.4287 -1.2539 0.5126 0.0 0.6 0.0 0.103
H 0.2587 -1.6063 1.5899 0.3 0.6 0.4 0.110
H -0.7641 1.1822 0.8494 0.9 0.6 -0.8 0.086
H -1.5059 -0.9420 2.7868 -0.2 0.5 -0.4 0.076
H -1.7732 0.7349 2.8565 -1.4 0.2 -0.3 0.077
H -2.6331 -0.4836 1.6022 -1.0 1.0 -0.1 0.062
H -0.4221 -0.6861 -3.0198 0.1 0.0 -0.1 0.025
H 0.4676 -1.3779 -1.9958 0.0 0.0 0.0 0.021
O 0.0210 -1.5212 -2.8393 0.0 0.1 0.1 -0.052
H -3.5250 0.9076 -1.9571 0.3 0.1 -0.2 0.031
H -2.4233 -0.1968 -1.7258 -0.4 0.3 0.0 0.019
O -3.3285 0.0798 -1.5171 0.1 -0.5 0.3 -0.055
```
Positions in Å, forces in eV/Å.

Properties
**E**: -10978.9688 eV
**LUMO energy**: 0.57 eV
**HOMO-LUMO gap**: 8.163 eV
**Strongest force on any atom**: 3.344 eV Å⁻¹
**Structure (SMILES)**: C/C=C/C=C/N.O.O
**Net charge**: 0

# 6
Entry from OMol25: a structure of composition C41H38BrN6O2S2Se2Y (ωB97M-V with the def2-TZVPD basis set).

```
93
Properties=species:S:1:pos:R:3:forces:R:3:lowdin_charge:R:1
Y 0.6054 1.6347 0.7924 0.0 0.9 0.1 1.107
C -1.1278 1.0162 -3.6936 0.0 0.0 0.0 -0.034
C -0.5058 1.6167 -2.4569 0.0 0.0 0.0 -0.259
N -0.4827 0.9528 -1.3490 0.0 -0.2 -0.2 -0.023
N -0.9501 -0.3668 -1.4653 -0.1 0.0 0.0 -0.097
C -1.4443 -0.8944 -0.3957 0.2 -0.1 -0.1 -1.152
S -1.7284 -0.2462 1.1589 0.0 -0.1 0.0 0.483
S -1.7932 -2.6556 -0.4808 -0.1 0.2 0.0 0.842
C -1.9080 -2.9790 -2.2652 0.0 -0.1 0.0 -0.426
C -3.3338 -3.0102 -2.7394 0.0 -0.1 0.0 -0.288
C -3.9379 -4.2123 -3.0952 0.0 0.0 -0.1 -0.063
C -5.2640 -4.2527 -3.5077 0.0 0.0 0.0 -0.105
C -6.0090 -3.0845 -3.5661 0.0 0.0 0.0 -0.117
C -5.4190 -1.8800 -3.2004 0.0 0.0 0.0 -0.089
C -4.0962 -1.8438 -2.7891 0.0 0.0 0.0 -0.041
C 0.1235 2.9418 -2.5785 0.0 0.0 0.0 -0.116
C 0.6122 3.3322 -3.8324 0.0 0.0 0.0 -0.070
C 1.2797 4.5228 -4.0316 0.0 0.0 0.0 -0.125
C 1.4657 5.3743 -2.9408 0.0 0.0 0.0 -0.109
C 0.9889 5.0320 -1.6984 0.0 0.0 0.0 -0.017
C 0.3134 3.8092 -1.4633 0.0 -0.1 0.0 -0.374
O -0.1185 3.5312 -0.2772 -0.1 0.0 0.0 -0.369
H -2.0342 0.4792 -3.4355 -0.1 0.0 0.0 0.052
H -0.4460 0.2864 -4.1398 0.0 0.0 0.0 0.091
H -1.3596 1.7836 -4.4275 0.0 0.0 0.0 0.067
H -1.4292 -3.9420 -2.4461 0.0 0.0 0.0 0.063
H -1.3256 -2.1948 -2.7484 0.0 0.0 0.0 0.064
H -3.3593 -5.1284 -3.0416 0.0 0.0 0.0 0.094
H -5.7154 -5.1999 -3.7790 0.0 0.0 0.0 0.092
H -7.0444 -3.1117 -3.8838 0.0 0.0 0.0 0.089
H -5.9952 -0.9630 -3.2253 0.0 0.0 0.0 0.098
H -3.6501 -0.9119 -2.4666 0.0 0.0 0.0 0.103
H 0.5057 2.6562 -4.6721 0.0 0.0 0.0 0.095
H 1.6808 4.7710 -5.0060 0.0 0.0 0.0 0.081
H 2.0108 6.3038 -3.0672 0.0 0.0 0.0 0.090
H 1.1616 5.6643 -0.8354 0.0 0.0 0.0 0.107
C -4.0433 2.8987 2.2335 0.1 0.0 0.1 -0.412
Se -2.5420 3.0956 1.0000 -0.2 0.0 0.0 0.903
C -2.1858 4.9803 1.3193 0.0 0.0 0.0 -0.554
C -1.3386 5.2629 2.5527 0.0 0.0 0.0 -0.543
Se 0.3617 4.2815 2.6966 0.0 0.0 0.1 0.928
C 0.0186 3.5676 4.4724 0.0 0.0 0.0 -0.419
H -4.9314 3.4078 1.8610 0.0 0.0 0.0 0.006
H -3.7924 3.2670 3.2283 0.0 0.0 0.0 0.010
H -4.2355 1.8283 2.2943 0.0 0.0 0.0 0.002
H -3.1432 5.4997 1.4113 0.0 0.0 0.0 0.059
H -1.6874 5.3246 0.4162 0.0 0.0 0.0 0.046
H -1.8921 5.0210 3.4613 0.0 0.0 0.0 0.046
H -1.0927 6.3258 2.5892 0.0 0.0 0.0 0.048
H -0.1803 4.3709 5.1804 0.0 0.0 0.0 0.012
H 0.9108 3.0190 4.7629 0.0 0.0 0.0 0.009
H -0.8129 2.8672 4.4216 0.0 0.0 0.0 0.023
Br -2.2786 -6.3418 0.0125 0.0 0.0 0.0 0.708
C -0.8782 -5.9068 1.2240 0.0 0.0 0.0 -0.690
C -1.0295 -4.8330 2.0860 0.0 0.0 0.0 -0.138
C -0.0074 -4.5204 2.9681 0.0 0.0 -0.1 -0.008
C 1.1612 -5.2819 2.9912 0.0 0.1 0.0 -0.291
C 1.2783 -6.3686 2.1305 0.1 0.0 0.0 -0.048
C 0.2701 -6.6771 1.2312 0.0 0.0 0.0 -0.139
N 2.1784 -5.1426 3.9862 0.2 0.1 0.0 0.037
N 2.5611 -4.0438 4.4471 0.0 -0.2 0.0 0.044
C 2.2162 -2.7822 3.9312 0.0 0.2 -0.1 -0.277
C 1.9201 -1.8369 4.9031 0.0 -0.1 0.0 -0.052
C 1.4150 -0.5847 4.6028 0.0 0.1 -0.1 -0.019
C 1.2535 -0.1646 3.2710 -0.1 -0.1 0.1 -0.369
O 0.7988 0.9801 2.9589 0.0 -0.1 0.3 -0.208
C 1.6641 -1.1085 2.2346 0.0 -0.1 0.0 -0.135
N 1.5461 -0.6747 0.9529 0.0 -0.1 0.1 0.052
C 1.9844 -1.4258 -0.0260 0.0 0.0 0.0 -0.112
C 2.6114 -2.6616 0.2034 0.0 0.0 0.0 -0.032
C 2.7013 -3.1359 1.4797 -0.1 0.0 0.0 -0.013
C 2.1728 -2.3821 2.5542 0.0 0.0 0.1 -0.106
H -1.9233 -4.2256 2.0521 0.0 0.0 0.0 0.087
H -0.1162 -3.6661 3.6234 0.0 0.0 0.0 0.122
H 2.1759 -6.9731 2.1792 0.0 0.0 0.0 0.106
H 0.3713 -7.5125 0.5519 0.0 0.0 0.0 0.092
H 2.0412 -2.1429 5.9368 0.0 0.0 0.0 0.103
H 1.1510 0.1137 5.3868 0.0 0.0 0.0 0.100
H 1.8649 -1.0375 -1.0300 0.0 0.0 0.0 0.102
H 3.0164 -3.2175 -0.6315 0.0 0.0 0.0 0.102
H 3.1960 -4.0758 1.6758 0.0 -0.1 0.0 0.106
N 2.5688 2.1406 0.3476 -0.1 -0.3 -0.6 -0.155
C 3.5278 2.0667 -0.5552 0.2 0.0 0.1 -0.487
C 3.3571 1.4417 -1.8494 0.1 0.0 0.0 -0.092
C 4.3622 1.3704 -2.7944 0.0 0.0 0.0 -0.169
C 5.6359 1.8943 -2.5592 0.0 0.0 0.0 -0.195
C 5.8531 2.5037 -1.3174 0.0 0.0 0.0 -0.180
C 4.8630 2.5885 -0.3615 -0.1 0.0 0.0 -0.092
H 2.3729 1.0461 -2.0871 0.0 0.0 0.0 0.065
H 4.1459 0.8978 -3.7509 0.0 0.0 0.0 0.076
H 6.4187 1.8376 -3.3069 0.0 0.0 0.0 0.055
H 6.8322 2.9245 -1.0959 0.0 0.0 0.0 0.071
H 5.0624 3.0688 0.5918 0.0 0.0 0.0 0.073
```
Positions in Å, forces in eV/Å.

Properties
**E**: -279621.6998 eV
**LUMO energy**: 3.65 eV
**HOMO-LUMO gap**: 3.886 eV
**Strongest force on any atom**: 0.914 eV Å⁻¹
**Net charge**: -2

net charge of number 1 (C4H4)?
0

Copy entry 1 word for word.
Entry from OMol25: the molecule C4H4 in a non-equilibrium geometry (ωB97M-V with the def2-TZVPD basis set).

```
8
Properties=species:S:1:pos:R:3:forces:R:3:lowdin_charge:R:1
C -2.1373 0.2256 -0.0340 3.3 -1.1 -0.3 0.140
C -0.9804 -0.1236 -0.0637 -2.0 1.7 0.2 -0.141
C 1.4328 0.2999 -0.1418 3.1 1.6 0.1 0.008
C 0.3711 -0.4090 0.1259 -0.8 0.2 -1.0 -0.249
H -3.1355 0.2689 0.0767 -2.8 0.5 0.1 -0.010
H 2.3737 -0.2425 0.1133 -0.6 0.8 -0.4 0.068
H 1.5969 1.3858 -0.4827 -0.9 -1.9 0.5 0.099
H 0.4788 -1.4050 0.4062 0.7 -1.7 0.7 0.084
```
Positions in Å, forces in eV/Å.

Properties
**E**: -4209.6364 eV
**LUMO energy**: 0.99 eV
**HOMO-LUMO gap**: 10.374 eV
**Strongest force on any atom**: 3.518 eV Å⁻¹
**Structure (SMILES)**: C#CC=C
**Net charge**: 0

The lowest net charge belongs to which entry?
C41H38BrN6O2S2Se2Y

Which formula does entry 3 have?
C25H48LuP4Se